1.
Molecular formula: C3H8NO2
Method: DFT, wB97M-V/def2-TZVPD

Results
Spin multiplicity: 1
Highest occupied orbital energy in eV: -2.72
SMILES string: [O-]CNCCO
Electronic energy in eV: -8825.07005
Net charge: -1
Energy relative to the best compared isomer or geometry (same formula, charge and spin) in kJ/mol: 262.7

Last columns: bonded neighbours and bond lengths (Å).
CARTESIAN COORDINATES (ANGSTROEM)
1 O -0.97 -0.52 -1.84  C2 1.323
2 C -1.68 -0.59 -0.73  O1 1.323, N3 1.582, H7 1.105, H8 1.104
3 N -1.22 0.36 0.44  C2 1.582, C4 1.456, H9 1.017
4 C 0.14 0.03 0.86  N3 1.456, C5 1.551, H10 1.103, H11 1.094
5 C 1.26 0.54 -0.09  C4 1.551, O6 1.447, H12 1.089, H13 1.095
6 O 2.61 0.17 0.29  C5 1.447, H14 0.938
7 H -1.64 -1.56 -0.20  C2 1.105
8 H -2.73 -0.28 -0.83  C2 1.104
9 H -1.14 1.27 -0.03  N3 1.017
10 H 0.32 0.58 1.80  C4 1.103
11 H 0.24 -1.04 1.08  C4 1.094
12 H 1.02 0.17 -1.08  C5 1.089
13 H 1.25 1.63 -0.12  C5 1.095
14 H 2.54 -0.75 0.46  O6 0.938


2.
Molecular formula: C3H8NO2
Method: DFT, wB97M-V/def2-TZVPD

Results
Spin multiplicity: 1
Highest occupied orbital energy in eV: -14.69
Electronic energy in eV: -8818.54623
Net charge: +1
Energy relative to the best compared isomer or geometry (same formula, charge and spin) in kJ/mol: 135.7

Last columns: bonded neighbours and bond lengths (Å).
CARTESIAN COORDINATES (ANGSTROEM)
1 C 0.39 -1.73 -0.67  N2 1.272, H3 1.079, H4 1.084
2 N 1.55 -1.40 -0.26  C1 1.272, H5 1.019, H6 1.013
3 H -0.19 -2.42 -0.08  C1 1.079
4 H 0.04 -1.40 -1.64  C1 1.084
5 H 2.08 -0.66 -0.72  N2 1.019
6 H 1.91 -1.76 0.61  N2 1.013
7 O -1.22 0.53 -1.16  C8 1.204
8 C -1.04 0.82 -0.01  O7 1.204, O9 1.352, C10 1.500
9 O -1.71 0.22 1.00  C8 1.352, H11 0.972
10 C -0.01 1.80 0.49  C8 1.500, H12 1.086, H13 1.086, H14 1.090
11 H -2.56 -0.09 0.66  O9 0.972
12 H 0.16 1.67 1.55  C10 1.086
13 H -0.30 2.82 0.28  C10 1.086
14 H 0.92 1.60 -0.05  C10 1.090